{
  "formula": "C8H26ClNO17",
  "method": "wB97M-V/def2-TZVPD",
  "orbital_gap_ev": 7.3,
  "total_energy_ev": -57526.9143,
  "de_lowest_kcal_mol": 191.7,
  "smiles": "O=NOC1=C(CC(=O)O)C(=O)C=C(Cl)C1=O.O.O.O.O.O.O.O.O.O.O.O",
  "multiplicity": 1,
  "species": ["O", "N", "O", "C", "C", "C", "C", "O", "O", "C", "O", "C", "C", "Cl", "C", "O", "H", "H", "H", "H", "O", "H", "H", "O", "H", "H", "O", "H", "H", "O", "H", "H", "O", "H", "H", "O", "H", "H", "O", "H", "H", "O", "H", "H", "O", "H", "H", "O", "H", "H", "O", "H", "H"],
  "xyz": [[0.710, -2.539, -0.099], [0.404, -2.238, -1.265], [-0.381, -1.132, -1.264], [0.043, -0.196, -0.202], [-0.824, 0.079, 0.979], [-2.329, -0.636, 1.122], [-3.410, 0.598, 0.848], [-2.958, 1.693, 0.191], [-4.813, 0.605, 1.294], [-0.392, 1.134, 2.200], [-0.989, 1.174, 3.402], [0.842, 2.226, 1.935], [1.705, 1.921, 0.732], [3.056, 3.136, 0.361], [1.502, 0.613, -0.249], [2.528, 0.240, -1.048], [-2.515, -1.438, 0.258], [-2.451, -1.137, 2.174], [-5.231, 1.376, 0.781], [1.036, 3.169, 2.605], [-0.710, 0.764, -3.995], [-0.809, 0.186, -3.223], [-1.274, 1.525, -3.792], [1.913, 0.392, -5.178], [0.988, 0.392, -4.889], [2.405, 0.125, -4.387], [3.948, 0.378, 2.068], [4.236, -0.364, 1.516], [3.422, -0.040, 2.766], [-2.549, 4.546, 0.746], [-2.763, 3.606, 0.837], [-1.982, 4.733, 1.509], [3.790, -2.376, -1.657], [3.691, -2.953, -0.885], [3.226, -1.615, -1.454], [1.017, 4.294, -1.100], [1.269, 3.727, -1.844], [0.320, 4.861, -1.463], [2.005, -1.197, 3.296], [2.114, -1.630, 4.156], [1.188, -1.580, 2.943], [-6.919, 1.669, 2.341], [-7.510, 1.969, 3.048], [-6.365, 0.998, 2.767], [0.903, -2.283, -5.541], [0.748, -2.222, -6.496], [1.320, -1.437, -5.317], [4.386, -5.233, -0.158], [3.503, -5.281, -0.556], [4.982, -5.175, -0.919], [-1.930, -2.755, 3.319], [-1.642, -3.497, 2.767], [-2.456, -3.173, 4.017]]
}

---

{
  "formula": "C8H26K2N10O9",
  "method": "wB97M-V/def2-TZVPD",
  "orbital_gap_ev": 3.1,
  "total_energy_ev": -74695.0843,
  "de_lowest_kcal_mol": 243.5,
  "multiplicity": 1,
  "species": ["K", "K", "C", "O", "O", "O", "C", "C", "O", "H", "H", "H", "H", "H", "H", "C", "O", "N", "N", "H", "H", "H", "H", "C", "O", "N", "N", "H", "H", "H", "H", "C", "O", "N", "N", "H", "H", "H", "H", "C", "O", "N", "N", "H", "H", "H", "H", "C", "O", "N", "N", "H", "H", "H", "H"],
  "xyz": [[1.012, 1.877, 5.812], [-0.332, -5.162, 1.974], [0.255, -0.340, 1.576], [-0.301, -0.750, 0.546], [0.495, 0.852, 1.691], [0.657, -1.142, 2.454], [-6.481, -2.968, -2.244], [-4.956, -3.164, -2.096], [-4.674, -3.018, -0.728], [-6.766, -2.500, -3.186], [-6.852, -2.205, -1.559], [-7.044, -3.882, -2.051], [-4.459, -2.357, -2.634], [-4.608, -4.122, -2.482], [-3.886, -2.473, -0.668], [5.338, -2.588, 2.966], [6.451, -3.076, 3.194], [4.675, -2.577, 1.848], [4.712, -2.008, 3.948], [5.093, -2.889, 0.983], [3.883, -1.955, 1.919], [3.733, -1.808, 3.803], [5.078, -2.128, 4.882], [4.791, 3.776, 1.830], [5.836, 4.335, 1.804], [3.919, 3.927, 0.850], [4.478, 2.677, 2.475], [4.135, 4.443, 0.009], [3.149, 3.277, 0.922], [3.608, 2.196, 2.294], [5.143, 2.297, 3.133], [1.724, -3.172, -3.308], [2.362, -3.797, -4.165], [0.530, -3.533, -2.856], [2.217, -2.149, -2.744], [0.030, -4.371, -3.116], [0.153, -2.763, -2.321], [3.180, -1.865, -2.853], [1.815, -1.630, -1.976], [-4.219, 3.597, 1.603], [-5.273, 4.085, 2.013], [-3.083, 4.038, 1.872], [-4.166, 2.418, 1.102], [-2.881, 4.883, 2.388], [-2.339, 3.357, 1.817], [-5.023, 1.883, 1.104], [-3.317, 1.886, 0.971], [-0.960, 2.852, -3.309], [-0.942, 3.561, -4.282], [-0.252, 3.220, -2.279], [-1.608, 1.697, -3.110], [-0.370, 4.197, -2.055], [-0.114, 2.517, -1.567], [-2.117, 1.377, -3.922], [-1.427, 1.165, -2.271]]
}

---

{
  "formula": "C8H26N10O6",
  "method": "wB97M-V/def2-TZVPD",
  "orbital_gap_ev": 9.4,
  "total_energy_ev": -35909.2285,
  "smiles": "CC(N)=O.CC(N)=O.NC(N)=O.NC(N)=O.NC(N)=O.NC(N)=O",
  "multiplicity": 1,
  "species": ["C", "C", "N", "O", "H", "H", "H", "H", "H", "C", "C", "N", "O", "H", "H", "H", "H", "H", "N", "C", "N", "O", "H", "H", "H", "H", "N", "C", "N", "O", "H", "H", "H", "H", "N", "C", "N", "O", "H", "H", "H", "H", "N", "C", "N", "O", "H", "H", "H", "H"],
  "xyz": [[-2.579, 1.724, 1.768], [-2.496, 0.876, 3.036], [-2.364, 1.541, 4.185], [-2.667, -0.353, 3.026], [-1.974, 2.603, 1.940], [-3.609, 1.998, 1.636], [-2.273, 1.235, 0.841], [-2.301, 0.975, 5.009], [-1.915, 2.428, 4.102], [3.074, -1.837, -4.585], [2.036, -2.526, -5.357], [2.214, -2.472, -6.715], [1.025, -3.090, -4.900], [3.908, -1.334, -5.179], [3.638, -2.637, -4.062], [2.584, -1.334, -3.780], [1.626, -3.034, -7.320], [3.039, -2.136, -7.177], [-1.424, -1.834, -4.324], [-1.235, -1.520, -3.014], [-0.027, -1.933, -2.491], [-2.060, -0.841, -2.334], [-2.196, -1.312, -4.732], [-0.897, -2.532, -4.887], [-0.066, -1.759, -1.469], [0.394, -2.718, -3.018], [0.053, 4.525, 1.815], [0.175, 3.630, 2.800], [0.789, 2.414, 2.459], [-0.284, 3.734, 3.978], [-0.487, 5.327, 2.091], [-0.047, 4.257, 0.845], [0.828, 1.705, 3.157], [1.030, 2.102, 1.522], [1.772, -2.051, 4.396], [0.716, -1.139, 4.077], [-0.439, -1.310, 4.786], [0.805, -0.315, 3.208], [2.684, -1.822, 3.987], [1.653, -2.640, 5.143], [-0.453, -1.862, 5.659], [-1.199, -1.002, 4.182], [-0.800, 1.250, -1.357], [0.292, 1.145, -0.537], [0.213, -0.094, 0.174], [1.173, 1.982, -0.316], [-0.871, 2.032, -1.974], [-1.194, 0.411, -1.737], [0.861, -0.110, 0.945], [-0.725, -0.345, 0.499]]
}

---

Number 1: lowest unoccupied orbital energy -2.631 eV. Number 2: lowest unoccupied orbital energy -2.043 eV. Number 3: lowest unoccupied orbital energy 0.383 eV.